Record 1
Entry from the Open Molecules 2025 dataset: an isolated molecule of C11H10ClN3O2S (the ωB97M-V functional and the def2-TZVPD basis).

Structure (XYZ):
```
28
C11H10ClN3O2S | the Open Molecules 2025 dataset | the ωB97M-V functional and the def2-TZVPD basis
C -1.69371 -2.49610 0.41917
C -2.62755 -1.37097 0.13341
N -3.86298 -1.58386 -0.34515
N -4.54655 -0.54544 -0.55215
S -3.75822 0.86586 -0.18393
C -2.37088 -0.02023 0.29880
N -1.21227 0.57113 0.75873
C -1.10503 1.93618 0.78447
O -2.01719 2.65157 0.45630
O 0.05628 2.46503 1.19143
C 1.18733 1.65350 1.48753
C 1.67886 0.89289 0.27960
C 1.89131 1.58512 -0.90798
C 2.31848 0.93099 -2.04817
C 2.54850 -0.43437 -2.01570
C 2.34336 -1.14333 -0.84578
C 1.90542 -0.48034 0.28936
Cl 1.63042 -1.41430 1.73618
H -2.19644 -3.43131 0.19331
H -0.79683 -2.41723 -0.19542
H -1.39688 -2.49832 1.46757
H -0.47391 -0.04931 1.05796
H 1.94648 2.37490 1.80503
H 0.97585 0.98407 2.32867
H 1.70403 2.64821 -0.92286
H 2.47315 1.48603 -2.95999
H 2.88470 -0.95246 -2.90014
H 2.51425 -2.20790 -0.81026
```

Structure (SMILES): Cc1nnsc1NC(=O)OCc1ccccc1Cl
HOMO-LUMO gap: 0.3398 Ha
HOMO: -8.9 eV
Energy relative to the best compared isomer or geometry (same formula, charge and spin): 0.0 kJ/mol
2S+1: 1



Record 2
Entry from the Open Molecules 2025 dataset: a structure of composition C11H10ClNOsS (the ωB97M-V functional and the def2-TZVPD basis).

Structure (XYZ):
```
25
C11H10ClNOsS | the Open Molecules 2025 dataset | the ωB97M-V functional and the def2-TZVPD basis
C -2.38839 -0.95425 0.01504
C -1.82110 -1.13693 -1.26465
C -1.49790 0.12243 -1.78838
H -1.78602 -2.07169 -1.80635
C -1.82579 1.10243 -0.82462
C -2.38057 0.43900 0.29856
H -2.72784 0.90366 1.21868
H -2.76898 -1.73541 0.66964
H -1.08418 0.31998 -2.77829
H -1.72462 2.16989 -0.94313
Os -0.50834 -0.19084 -0.05023
Cl 0.38635 -2.05084 1.23077
C 2.61191 0.10127 0.56230
C 1.95610 1.28517 0.10859
C 1.31445 0.97666 -1.13656
H 2.01630 2.27602 0.56380
C 1.52621 -0.42202 -1.40889
C 2.35947 -0.94840 -0.36134
H 2.78138 -1.94883 -0.32080
H 3.20763 0.02757 1.46294
H 0.87412 1.70884 -1.81462
H 1.22917 -0.95490 -2.31643
S 0.27549 1.03268 2.25974
C 0.07027 0.26122 3.70068
N -0.09513 -0.31274 4.72354
```

HOMO-LUMO gap (spin up / spin down): 0.2145 / 0.1934 Ha
HOMO (spin up / spin down): -5.6 / -8.4 eV
Energy relative to the best compared isomer or geometry (same formula, charge and spin): 44.3 kJ/mol
2S+1: 5



Record 3
Entry from the Open Molecules 2025 dataset: a structure of composition C11H10F6N2O9RuS2 (the ωB97M-V functional and the def2-TZVPD basis).

Structure (XYZ):
```
41
C11H10F6N2O9RuS2 | the Open Molecules 2025 dataset | the ωB97M-V functional and the def2-TZVPD basis
Ru 0.14184 0.46488 -0.27877
O 1.28073 -2.34027 -3.05066
C 0.78099 -1.59603 -2.11310
O 1.07495 -0.41020 -1.95253
C -0.19088 -2.24614 -1.18029
C -0.63695 -3.54450 -1.16432
C -1.51134 -3.91941 -0.13371
C -1.88230 -3.00531 0.83632
C -1.39714 -1.70504 0.73714
N -0.60435 -1.37178 -0.26015
C -1.66994 -0.52462 1.65535
O -2.29581 -0.63615 2.66476
O -1.16938 0.60643 1.15485
H 1.92514 -1.83602 -3.57963
H -0.31353 -4.23984 -1.92634
H -1.89274 -4.93047 -0.09399
H -2.53110 -3.26864 1.66073
F 2.24973 3.74604 2.84195
C 1.37119 3.26804 1.98549
F 0.43321 4.16283 1.72670
F 0.80683 2.17086 2.48579
S 2.21793 2.82181 0.40790
O 1.10905 2.26759 -0.43007
O 2.81163 3.99975 -0.09738
N 3.23700 1.70686 0.75555
S 3.05042 0.16909 0.87124
O 1.61602 -0.26005 0.92078
O 3.86718 -0.57619 -0.02221
C 3.61680 -0.16524 2.59675
F 2.77883 0.40846 3.44603
F 3.62574 -1.47358 2.78906
F 4.82498 0.33274 2.74756
C -3.66112 1.60318 -2.25688
C -2.79586 0.87882 -1.25559
O -1.38076 1.05955 -1.59714
H -4.70840 1.41491 -2.02154
H -3.47232 1.25500 -3.27235
H -3.49853 2.68191 -2.21295
H -2.96990 -0.19497 -1.29037
H -2.97101 1.23723 -0.24572
H -1.26681 1.98846 -1.84826
```

HOMO-LUMO gap (spin up / spin down): 0.3192 / 0.2928 Ha
HOMO (spin up / spin down): -13.5 / -13.2 eV
Energy relative to the best compared isomer or geometry (same formula, charge and spin): 0.0 kJ/mol
2S+1: 2
Net charge: +1



Record 4
Entry from the Open Molecules 2025 dataset: a cluster of 2 separate species, C11H10FN2O in total (the ωB97M-V functional and the def2-TZVPD basis).

Structure (XYZ):
```
25
C11H10FN2O | the Open Molecules 2025 dataset | the ωB97M-V functional and the def2-TZVPD basis
C 3.86189 -2.88991 1.98546
C 3.18122 -1.90544 2.70607
C 3.53671 -3.14821 0.65219
C 2.18510 -1.17647 2.10886
C 2.54306 -2.43626 0.03166
C -2.50924 2.58449 0.22146
C 1.83821 -1.42301 0.74725
C -1.57040 1.89309 -0.52408
C -3.32350 2.38746 -1.80947
C -4.18139 2.44843 -2.98408
C 0.84187 -0.67516 0.15593
N -2.11245 1.79434 -1.75520
N -3.56488 2.87776 -0.58143
O -3.90287 1.92233 -4.02746
F 0.47175 -0.87875 -1.08684
H 4.64506 -3.45728 2.46189
H 3.44200 -1.71813 3.73521
H 4.07259 -3.91241 0.11168
H 1.65040 -0.41690 2.65607
H 2.28289 -2.61929 -0.99927
H -2.47909 2.87461 1.25167
H -5.11037 3.02443 -2.82520
H 0.29421 0.13012 0.63279
H -1.69131 1.34786 -2.55873
H -4.40146 3.37230 -0.30643
```

HOMO-LUMO gap: 0.1793 Ha
HOMO: -11.0 eV
Energy relative to the best compared isomer or geometry (same formula, charge and spin): 0.0 kJ/mol
2S+1: 1
Net charge: +1